Record 1
The following is a DFT calculation (wB97M-V/def2-TZVPD) of a molecular structure, C66H165N11 at a distorted geometry.

Each line ends with the Mulliken charge.
Element x y z (Å)
C -1.7329 -1.2840 4.1007  -1.473
C -2.2203 -0.8613 2.7124  0.006
N -2.6827 0.5376 2.6658  0.371
C -1.6361 1.5305 3.0344  0.864
C -2.3005 2.7860 3.4864  -2.237
C -3.3008 0.8076 1.3310  1.436
C -4.5821 0.0399 0.9692  -0.801
H -1.2882 -2.2659 3.9387  -1.083
H -2.5770 -1.2653 4.7901  0.320
H -0.8503 -0.7508 4.4538  1.342
H -1.5091 -1.0567 1.9099  0.759
H -3.0659 -1.5070 2.4754  -1.317
H -1.0047 1.1972 3.8580  0.140
H -1.0609 1.7067 2.1255  -0.122
H -1.5667 3.5526 3.7354  0.379
H -2.9421 3.2288 2.7245  0.403
H -2.7938 2.6224 4.4445  0.572
H -2.5528 0.6566 0.5527  -1.038
H -3.5422 1.8662 1.2353  0.924
H -4.4785 -1.0326 0.8045  -0.243
H -5.1221 0.4575 0.1194  0.905
H -5.2991 0.2149 1.7713  0.116
C -5.4721 -0.4265 -3.0164  -1.420
C -3.9592 -0.1684 -2.9554  1.822
N -3.6320 1.1753 -2.4358  1.179
C -3.7044 1.2427 -0.9805  -1.065
C -2.8311 2.3429 -0.3716  1.482
C -4.2884 2.3577 -3.0969  -0.562
C -4.1334 2.3832 -4.5851  -1.293
H -6.0929 0.3396 -3.4808  0.280
H -5.8706 -0.4970 -2.0043  -0.065
H -5.6796 -1.3359 -3.5803  0.506
H -3.4727 -0.9814 -2.4165  0.280
H -3.6076 -0.2980 -3.9789  -1.621
H -4.7168 1.3251 -0.5853  0.539
H -3.3667 0.2785 -0.6006  -0.396
H -2.8875 2.2977 0.7160  0.328
H -1.7885 2.3337 -0.6894  -0.867
H -3.2683 3.2727 -0.7357  0.576
H -3.8047 3.2595 -2.7216  0.357
H -5.3517 2.3121 -2.8611  0.604
H -4.6380 3.3174 -4.8317  0.659
H -4.6242 1.5412 -5.0732  0.179
H -3.0937 2.3981 -4.9121  0.181
C 0.3469 6.4167 1.5538  -1.516
C -0.7210 5.5211 0.9885  -0.326
N -0.2255 4.2948 0.3419  0.504
C 0.3634 4.6887 -0.9585  -0.871
C 1.0103 3.5368 -1.7919  0.577
C -1.3180 3.3066 0.1118  -0.091
C -1.6417 2.6827 1.4491  -1.456
H 0.9129 5.9025 2.3306  0.270
H -0.1888 7.2661 1.9774  0.475
H 0.9401 6.8253 0.7356  0.374
H -1.3642 5.3192 1.8450  0.336
H -1.3976 6.0379 0.3078  0.369
H -0.3443 5.2439 -1.5741  0.307
H 1.1542 5.3931 -0.7006  0.567
H 0.2602 2.9119 -2.2766  -0.228
H 1.7259 3.8518 -2.5514  0.538
H 1.6664 2.9649 -1.1358  0.360
H -0.9756 2.4655 -0.4909  -1.552
H -2.2533 3.6280 -0.3465  0.416
H -0.7328 2.3915 1.9755  0.576
H -2.4422 1.9487 1.3563  -1.028
H -2.0888 3.3973 2.1401  0.465
C 2.5415 -1.5107 -1.0478  1.027
C 1.8229 -2.7478 -1.5792  -0.785
N 0.4325 -2.4662 -1.9495  1.130
C 0.2761 -1.4140 -2.9974  1.055
C 1.0874 -1.5944 -4.3103  -3.421
C -0.2912 -3.7298 -2.2256  -2.015
C -1.8216 -3.5093 -2.1462  -1.062
H 2.0916 -1.1027 -0.1426  0.719
H 2.5668 -0.6663 -1.7366  1.390
H 3.5292 -1.8344 -0.7198  -0.927
H 2.3586 -3.1158 -2.4542  -0.016
H 1.8159 -3.5520 -0.8435  -0.752
H 0.5583 -0.4682 -2.5349  0.365
H -0.7953 -1.2923 -3.1568  -0.595
H 0.8478 -2.5561 -4.7639  0.598
H 2.1655 -1.4833 -4.1944  0.428
H 0.7789 -0.9268 -5.1149  0.861
H 0.0040 -4.0945 -3.2095  0.658
H 0.0599 -4.4725 -1.5091  1.005
H -2.3181 -4.4765 -2.0677  1.039
H -1.9979 -2.9520 -1.2262  -0.571
H -2.1509 -2.8932 -2.9829  0.477
C 5.7223 1.2443 -0.9699  -2.142
C 4.5544 0.5710 -0.2590  1.809
N 4.9334 -0.2022 0.9241  0.061
C 3.7175 -0.6107 1.6418  -0.476
C 3.0760 0.5401 2.4914  -0.844
C 5.8021 -1.3417 0.6171  -1.018
C 5.1666 -2.3508 -0.3715  -1.054
H 5.4524 1.7658 -1.8882  0.305
H 6.5021 0.5229 -1.2137  0.478
H 6.2153 2.0111 -0.3723  0.306
H 3.9508 1.4299 0.0342  0.348
H 3.9206 0.0104 -0.9461  0.149
H 2.9659 -1.0230 0.9686  0.204
H 3.9497 -1.3970 2.3600  1.817
H 2.4749 1.2620 1.9386  -0.552
H 2.3369 0.1875 3.2108  -0.578
H 3.8085 0.9248 3.2011  0.892
H 5.9901 -1.9307 1.5148  0.388
H 6.8055 -0.9947 0.3706  0.586
H 5.7779 -3.2238 -0.6003  0.460
H 5.0849 -1.8438 -1.3329  0.200
H 4.1669 -2.6913 -0.1016  0.369
C 2.2582 -2.2837 8.4681  -1.536
C 2.8198 -1.7635 7.1249  -0.289
N 2.2896 -0.4742 6.6769  0.506
C 2.5989 0.6808 7.4913  -0.577
C 4.0360 1.1877 7.4364  -1.055
C 2.4043 -0.2256 5.2216  -2.300
C 1.5471 -1.1619 4.3593  0.769
H 2.5595 -1.6355 9.2910  0.336
H 2.6536 -3.2643 8.7329  0.459
H 1.1856 -2.4293 8.5963  0.306
H 3.9096 -1.7699 7.1402  0.388
H 2.6238 -2.5385 6.3840  0.389
H 1.8991 1.4722 7.2228  0.393
H 2.4192 0.4898 8.5493  0.440
H 4.1229 2.1216 7.9917  0.416
H 4.6648 0.3920 7.8359  0.266
H 4.3810 1.4470 6.4354  0.227
H 3.4611 -0.2704 4.9584  0.594
H 2.0107 0.7730 5.0319  0.416
H 1.2721 -2.1144 4.8123  0.530
H 1.9211 -1.3549 3.3538  0.227
H 0.5627 -0.7178 4.2120  -0.364
C -1.6317 -0.9005 -6.0610  -0.804
C -0.7751 0.3981 -6.0476  -0.635
N -0.3332 0.7361 -4.6737  0.478
C 0.8454 1.6270 -4.7577  -0.210
C 2.0882 0.8861 -5.1722  -1.033
C -1.4485 1.3278 -3.8902  -3.019
C -1.1576 1.2943 -2.3313  2.354
H -1.8673 -1.2176 -7.0769  0.503
H -2.6008 -0.7847 -5.5757  0.232
H -1.0571 -1.6701 -5.5457  -0.123
H 0.0512 0.2207 -6.7359  0.509
H -1.3834 1.2121 -6.4418  0.582
H 0.6079 2.4936 -5.3748  0.655
H 1.0323 2.0853 -3.7865  -0.029
H 1.9892 0.4984 -6.1861  0.349
H 2.9481 1.5559 -5.1712  -0.811
H 2.3295 0.0153 -4.5626  0.114
H -2.4349 0.9149 -4.1014  0.366
H -1.6025 2.3607 -4.2024  0.871
H -0.6608 2.1520 -1.8778  0.691
H -0.4713 0.4791 -2.1024  -2.225
H -2.0667 1.0601 -1.7774  1.159
C -6.6451 -2.0712 -1.3652  -2.409
C -5.2416 -1.7038 -0.7659  0.714
N -4.6212 -2.8791 -0.1381  0.295
C -5.4269 -3.4586 0.9587  -0.418
C -5.6258 -2.5921 2.1891  -1.081
C -3.2111 -2.6144 0.1717  0.175
C -2.3184 -3.8107 0.4735  -1.042
H -7.1182 -1.2355 -1.8810  0.498
H -7.4381 -2.3344 -0.6653  0.501
H -6.5738 -2.8338 -2.1407  0.431
H -4.6549 -1.4387 -1.6455  -0.664
H -5.3288 -0.9058 -0.0286  0.230
H -4.9333 -4.3909 1.2330  0.468
H -6.4356 -3.6784 0.6090  0.529
H -6.2056 -1.6786 2.0574  0.232
H -4.6935 -2.3881 2.7157  0.195
H -6.2160 -3.1663 2.9034  0.570
H -2.8022 -2.0184 -0.6442  -1.280
H -3.2519 -1.9318 1.0205  0.106
H -2.3198 -4.5107 -0.3620  0.392
H -1.3493 -3.3894 0.7406  -0.890
H -2.7124 -4.3706 1.3216  0.708
C 0.6943 -0.3357 2.6618  -0.414
C 0.5509 -0.9564 1.2797  1.115
N -0.6071 -0.3764 0.5696  2.176
C -0.5039 1.0369 0.1722  0.781
C 0.6115 1.3354 -0.8478  -0.218
C -1.0395 -1.2831 -0.4942  2.026
C -2.4827 -0.9865 -0.9805  -0.137
H -0.2549 -0.3843 3.1955  -1.529
H 0.9803 0.7160 2.6455  0.746
H 1.4697 -0.8027 3.2690  -1.694
H 1.4889 -0.8814 0.7295  -0.087
H 0.4016 -2.0236 1.4440  0.857
H -1.4369 1.4277 -0.2339  -1.805
H -0.3185 1.6070 1.0825  -0.608
H 0.4392 0.7951 -1.7786  -0.149
H 0.6156 2.4156 -0.9942  -1.547
H 1.6003 1.1502 -0.4282  -0.218
H -0.9599 -2.2835 -0.0688  0.183
H -0.4221 -1.2266 -1.3908  1.622
H -3.0914 -0.9251 -0.0784  1.068
H -2.8694 -1.7445 -1.6616  0.630
H -2.5039 -0.0581 -1.5512  -0.557
C 4.7470 2.0762 -5.0384  -1.906
C 3.5145 2.3141 -4.1587  0.878
N 3.7807 2.5443 -2.7328  1.527
C 2.5526 2.6319 -1.9731  -0.946
C 2.5917 1.6921 -0.7349  -1.748
C 4.7766 3.5652 -2.3788  -0.781
C 4.3861 5.0055 -2.7203  -1.538
H 4.4325 1.8163 -6.0492  0.539
H 5.5123 1.3720 -4.7122  0.260
H 5.3444 2.9824 -5.1379  0.420
H 2.9263 3.1620 -4.5098  0.512
H 2.8799 1.4297 -4.2154  -0.744
H 2.4998 3.6406 -1.5634  -0.272
H 1.6594 2.3917 -2.5498  -1.002
H 3.4928 1.7863 -0.1288  -0.366
H 1.7428 1.9185 -0.0898  0.422
H 2.6351 0.6403 -1.0175  -1.576
H 5.6795 3.2468 -2.8999  0.612
H 5.0639 3.3944 -1.3413  0.347
H 4.0085 5.1323 -3.7349  0.290
H 5.2951 5.5950 -2.6005  0.529
H 3.6449 5.3598 -2.0040  0.243
C -0.1792 -2.6802 3.9170  1.276
C 0.2413 -3.9558 3.1612  -1.594
N 0.9221 -3.6132 1.8690  0.695
C 2.2843 -3.0895 1.9165  -0.459
C 2.6686 -2.3950 0.5915  -0.143
C 0.8189 -4.8626 1.0520  -2.765
C -0.5009 -4.7981 0.2405  0.005
H -0.8066 -3.0518 4.7273  0.408
H -0.6967 -1.9680 3.2743  0.039
H 0.7265 -2.1603 4.2293  -1.177
H 0.9029 -4.5712 3.7708  0.585
H -0.6489 -4.5613 2.9913  0.690
H 2.3961 -2.3850 2.7407  -0.215
H 3.0159 -3.8624 2.1521  0.473
H 2.0303 -1.5616 0.2981  -0.853
H 3.6805 -1.9997 0.6797  -0.004
H 2.7868 -3.1167 -0.2168  1.200
H 0.9395 -5.7142 1.7215  0.684
H 1.5440 -4.8982 0.2390  0.774
H -1.3678 -4.7579 0.9000  0.050
H -0.7309 -5.5950 -0.4668  0.779
H -0.6627 -3.8672 -0.3030  -0.447

energy relative to the best compared isomer or geometry (same formula, charge and spin)	140.5962	eV
Kohn-Sham gap	6.20	eV
HOMO energy	-5.5	eV



Record 2
The following is a DFT calculation (wB97M-V/def2-TZVPD) of 2 unconnected molecules or ions with the total composition C10H18BClO2P at a distorted geometry.

Each line ends with the Mulliken charge.
Element x y z (Å)
O -5.2559 -2.0300 -2.0410  -0.447
P -4.1427 -1.8056 -0.7734  -0.001
Cl -5.2126 -0.6318 0.6376  -0.382
B -2.7211 -0.7187 -1.5450  0.421
C -1.2462 -1.3213 -1.1177  -1.361
C -0.8190 -0.8829 0.2750  1.245
C -0.2833 -1.8134 1.1580  -0.608
C 0.0746 -1.4350 2.4225  -0.340
C -0.0731 -0.1481 2.8735  -0.433
C -0.5802 0.7814 2.0090  -0.658
C -0.9367 0.4066 0.7123  -0.334
H -6.0708 -1.5750 -1.7903  0.241
H -2.9191 0.4260 -1.1933  -0.253
H -2.7991 -0.7055 -2.7592  -0.188
H -0.4702 -1.1100 -1.8624  0.192
H -1.3514 -2.4181 -1.0992  0.265
H -0.1434 -2.8521 0.8759  0.292
H 0.5071 -2.1842 3.0844  0.338
H 0.2174 0.1501 3.8761  0.356
H -0.7267 1.8253 2.2717  0.369
H -1.3573 1.1477 0.0423  0.275
C 2.6869 0.4830 0.3561  -0.915
C 3.2276 1.0939 -0.9261  0.323
C 3.6729 2.5330 -0.7033  -1.292
O 2.2281 1.0515 -1.9414  -0.545
H 1.8064 1.0204 0.7125  0.077
H 2.3621 -0.5447 0.1895  0.280
H 3.4468 0.4824 1.1416  0.424
H 4.0699 0.5028 -1.2913  0.306
H 2.8293 3.1499 -0.3816  0.313
H 4.0519 2.9649 -1.6316  0.339
H 4.4563 2.5929 0.0552  0.351
H 1.4715 1.5648 -1.6363  0.349

Kohn-Sham gap	6.52	eV
HOMO energy	-3.5	eV
net charge	-1